No. 1
Density functional theory data (ωB97M-V/def2-TZVPD) for a molecular structure, C33H39BN4O2P2Re at a distorted geometry.

Cartesian coordinates (Å):
H -0.688 -3.817 2.016
C -2.493 2.320 -2.355
H 4.040 2.844 4.862
H -4.064 1.265 -3.445
H -0.744 -2.278 -2.759
H 1.991 1.367 3.838
H 1.669 -0.153 -1.437
C -1.361 -3.745 4.165
H -0.797 2.521 0.682
N 1.297 1.805 -0.663
C 4.793 -2.830 3.618
H -5.887 -2.611 0.736
C -2.743 -2.649 -0.316
C -1.600 0.715 1.636
C 2.101 1.456 -2.824
C -3.303 1.043 -2.677
C -1.049 2.164 -2.791
C -4.840 -2.448 0.546
C -1.735 -1.502 4.075
H 0.955 -1.774 -3.043
H -0.462 2.431 2.422
C 1.864 2.956 -1.149
H -2.101 0.200 -6.492
N 2.416 2.413 1.998
H 3.377 3.856 0.682
C -2.390 -0.136 -3.044
H -3.531 0.620 -5.555
N -1.289 -1.919 2.823
H 1.888 3.855 -0.543
H -1.308 -4.770 4.502
C -1.994 -0.398 -4.436
H -1.836 -2.915 -0.842
H -3.870 0.756 -1.773
H 2.486 0.932 -3.689
C 3.558 -1.774 1.386
C -0.754 2.084 -4.242
C 3.426 -2.529 3.685
H -2.650 -1.021 -2.448
H -2.012 -1.454 -4.734
C 3.341 3.413 1.668
N -2.704 -1.667 0.686
C 2.618 2.102 3.354
C -1.782 -2.602 4.924
C -2.430 0.577 -5.512
H -2.349 0.947 0.858
P -1.158 -1.045 1.337
H -2.114 0.800 2.610
C 2.398 2.765 -2.420
H 0.229 -1.561 -1.419
H -2.706 2.660 -4.984
H -1.952 -0.463 4.249
H -4.215 -0.836 1.991
H 6.572 -2.888 2.398
C -1.869 2.005 -5.263
H 4.916 4.440 2.840
H -1.450 2.341 -6.217
H -2.948 3.212 -2.819
C 4.112 3.714 2.787
C 5.508 -2.654 2.430
C 4.864 -2.202 1.274
O 2.880 -0.926 0.552
C 3.656 2.879 3.851
C 2.852 -1.924 2.588
C 1.317 0.803 -1.813
H 5.299 -3.211 4.501
H 5.381 -2.142 0.313
C -1.061 -3.307 2.885
C 0.027 -1.549 -2.499
H -2.527 2.517 -1.274
C -4.033 -3.150 -0.410
H 2.824 -2.722 4.565
H 3.011 3.492 -2.941
H -4.354 -3.945 -1.069
B 1.825 -0.407 1.362
C -4.002 -1.538 1.203
P 1.219 1.389 1.091
H -2.092 -2.601 5.959
C -0.503 1.833 1.497
H 0.150 2.615 -4.563
O 1.723 -1.145 2.571
H -0.360 2.790 -2.214
Re -0.474 0.311 -3.343

As for the net charge: +2. The value obtained for the relative energy (zero: lowest compared OMol25 entry of this formula, charge and spin) is 0.0 kcal per mole. The multiplicity is 4. The expectation value of S² is 3.774. Its highest occupied orbital energy (alpha / beta) is -12.75 / -12.75 eV.

No. 2
Density functional theory data (ωB97M-V/def2-TZVPD) for a molecular structure, C33H39BN4O3PPt.

Cartesian coordinates (Å):
C 1.850 -0.598 4.770
C 6.245 -0.260 -1.011
C 0.049 2.807 -2.080
C 1.240 -2.405 -2.599
H -5.004 -3.697 -0.971
H -5.836 -0.801 -3.238
H -7.352 -0.069 -1.287
N 1.684 -0.166 2.048
H 8.787 -2.232 -2.039
H -4.949 -2.328 -3.135
H -0.041 0.466 4.854
O 1.666 2.280 0.147
N -0.064 3.458 -0.783
H 1.956 -2.978 1.185
C -2.398 -0.710 -0.505
H 2.170 2.741 2.323
C -4.892 0.180 0.078
H -1.586 6.216 0.469
H 0.425 -4.482 -0.014
H -3.965 1.771 1.214
C 2.087 -1.550 -1.941
O -1.019 -0.963 -0.657
H 0.881 3.259 3.440
H -5.886 0.529 0.313
H 5.006 -3.401 -0.428
C 0.763 0.101 4.231
H 7.215 -4.001 -1.339
C -5.939 -1.739 -1.269
N 0.565 3.777 1.436
C 0.689 3.163 0.270
H -0.108 0.837 2.423
H 5.972 0.785 -0.923
C 2.765 -0.802 2.558
P 3.819 -0.770 0.081
H -2.063 3.991 -0.471
Pt 1.635 0.291 0.090
C -5.913 -3.161 -0.689
C 7.481 -0.617 -1.523
C 1.740 -2.807 0.139
H -5.976 -3.144 0.400
C -0.756 5.525 0.333
C 2.370 -1.732 -0.551
C 0.895 -3.658 -0.533
C 0.651 -3.461 -1.892
H -8.085 -1.665 -1.323
H 0.105 6.107 -0.002
C 5.362 -1.267 -0.606
C 0.709 0.308 2.887
H -0.020 5.538 2.363
H -0.012 -4.141 -2.414
H -6.762 -3.730 -1.067
H 2.597 -0.763 -2.493
C -5.844 -1.800 -2.800
C 1.465 3.530 2.561
C -4.741 -0.962 -0.723
H 8.176 0.149 -1.838
H 4.551 -1.689 2.148
N 3.768 -1.212 1.721
C 2.844 -1.033 3.938
C -7.269 -1.084 -0.894
C -0.440 4.838 1.644
H -7.424 -1.057 0.186
H 3.718 -1.544 4.322
H 1.915 -0.782 5.834
C 7.821 -1.958 -1.634
C -2.570 0.416 0.278
C -1.116 4.485 -0.704
H 0.361 3.532 -2.831
H -0.924 2.398 -2.363
C -3.816 0.897 0.595
H -6.706 -2.334 -3.200
H 2.022 4.440 2.782
C 5.700 -2.623 -0.726
B -0.433 0.056 0.025
H -1.206 4.931 -1.693
C -3.448 -1.417 -1.025
H -3.282 -2.293 -1.637
H 1.038 -2.275 -3.654
C 6.937 -2.961 -1.239
O -1.301 0.922 0.635
H 0.786 2.006 -2.069
H -1.332 4.393 2.090

As for the net charge: +3. The value obtained for the relative energy (zero: lowest compared OMol25 entry of this formula, charge and spin) is 0.0 kcal per mole. Its highest occupied orbital energy (alpha / beta) is -15.70 / -15.70 eV.

No. 3
Density functional theory data (ωB97M-V/def2-TZVPD) for a molecular structure, C33H39Cl2HgN7O5S2 at a distorted geometry.

Cartesian coordinates (Å):
C 2.034 2.867 -1.823
C 7.079 0.642 -1.154
O -1.945 2.181 4.488
N 0.904 -2.705 -2.332
C 8.211 -0.146 -3.227
H 3.763 0.724 1.172
C -1.744 -2.719 1.470
H -8.450 -4.012 1.727
H -7.171 -1.843 1.433
C -1.329 -4.226 -3.169
C 4.547 0.232 -2.151
H -2.386 -3.438 2.040
H -4.542 5.106 -2.183
H 3.467 -1.408 -3.059
H -4.567 -1.520 1.898
C 1.352 3.686 -3.944
H 3.034 0.845 4.381
C -3.521 -1.876 3.808
H -0.190 -5.913 -2.338
Hg -0.388 -0.034 -0.563
C -2.147 0.283 3.459
C 5.985 0.815 -0.305
H -3.613 -1.590 4.886
H 5.513 -0.145 -4.036
H -5.245 -0.757 3.429
C 0.817 -4.017 -2.076
H -3.335 2.277 0.848
H -2.106 -2.688 0.417
H -1.185 1.817 2.148
H 8.141 -1.014 -3.843
H 5.756 2.317 1.214
C -3.849 4.329 -1.818
H 2.746 2.502 -1.062
H -3.244 -2.952 3.820
H -2.401 4.679 -3.392
H -1.987 -2.276 -3.725
C 4.693 0.438 -0.758
C -1.590 3.444 -1.711
H 3.586 1.931 5.727
H -7.751 -1.216 2.936
O -3.000 0.548 5.559
H -8.809 -3.630 3.396
S -5.978 -2.942 3.224
C 3.332 -0.352 -2.785
H 1.665 -4.461 -1.545
O -6.206 -3.088 4.676
C -1.762 -1.407 2.041
C 2.313 3.155 -3.131
C -0.164 -2.172 -2.874
C -2.570 4.181 -2.401
C -0.266 -4.826 -2.495
C -8.606 -3.151 2.421
H -0.588 4.512 -3.991
C -0.226 3.417 -2.176
C 3.518 0.364 0.132
S -0.451 -0.435 -2.997
O 2.363 -0.025 -0.099
Cl 5.272 0.527 5.056
H -5.134 3.679 -0.320
H -2.224 -4.787 -3.368
H 3.315 3.009 -3.538
H 2.430 -0.205 -2.166
N -1.282 -2.879 -3.328
C 0.110 3.981 -3.390
C -3.171 2.838 -0.095
N -2.329 -1.139 3.235
N -2.375 1.005 4.589
N -1.927 2.733 -0.608
H -9.556 -2.642 2.157
H 3.084 0.174 -3.711
N 0.793 2.988 -1.391
C 5.684 0.074 -2.973
C -4.763 -1.609 2.971
C 6.196 1.340 1.075
O -5.621 -4.097 2.429
H 8.065 0.888 -0.745
N -1.181 -0.311 1.493
Cl 3.977 2.850 3.546
H -0.691 -3.156 1.491
C -7.437 -2.165 2.483
C 3.800 1.521 4.716
H 8.435 0.759 -3.896
C -4.162 3.605 -0.677
H 9.091 -0.212 -2.564
C -1.411 0.761 2.375
C 6.962 0.184 -2.439
H 1.436 3.833 -5.054
H 5.847 0.730 1.852
H 7.258 1.419 1.209

As for the net charge: +1. The value obtained for the relative energy (zero: lowest compared OMol25 entry of this formula, charge and spin) is 13.5 kcal per mole. The multiplicity is 2. The expectation value of S² is 0.780. Its highest occupied orbital energy (alpha / beta) is -7.93 / -10.87 eV.

No. 4
Density functional theory data (ωB97M-V/def2-TZVPD) for 11 unconnected molecules or ions with the total composition C33H39F10O34P at a distorted geometry.

Cartesian coordinates (Å):
C -0.546 -4.014 17.740
C -2.714 -4.632 17.958
C 2.506 -7.981 18.979
O 4.811 -6.397 22.870
C 3.614 -7.575 17.079
C -0.925 -9.878 24.565
O 1.706 -2.338 24.871
C 4.840 -2.512 20.720
H 4.179 -7.904 21.623
C 1.985 -7.395 26.162
O 4.309 -3.114 18.545
H 2.654 -5.763 21.240
C -2.589 -3.120 17.745
O -4.027 -6.919 20.168
O 3.153 -1.295 18.053
H 7.092 -8.099 21.275
C 1.259 -3.607 25.030
O -0.389 -5.409 21.738
C -2.060 -11.771 24.980
H 2.539 -5.627 17.143
C -2.640 -10.169 17.769
O -0.887 -11.263 24.523
F -1.673 -9.679 19.884
C 0.760 -0.297 20.604
F 0.330 0.748 21.346
H 3.466 -11.038 28.205
O -2.262 -12.843 25.314
O -3.541 -6.736 22.393
H -0.047 0.730 18.809
H 3.672 -8.291 16.263
H 1.609 -6.906 16.406
C 3.856 -11.667 24.310
H 5.730 -1.883 20.585
O 4.718 -9.916 26.825
C 2.393 -6.705 17.197
O 5.953 -4.518 23.203
H 4.660 -2.831 21.755
H -2.279 -4.309 22.348
O 0.125 -1.538 21.119
H -3.385 -9.725 17.155
H 3.830 -3.700 26.697
O -1.336 -4.990 18.192
H 3.217 -1.452 25.962
C 5.858 -5.567 22.688
H -2.904 -2.553 18.631
H 1.428 -7.120 27.032
C -3.354 -4.467 22.415
H -2.921 -8.446 19.017
C 0.088 -6.112 22.776
O 3.095 -10.807 25.189
O 0.234 -4.094 24.668
C -3.689 -5.710 23.335
H -3.888 -3.540 22.669
P 3.651 -9.439 25.726
F 4.772 -6.814 17.057
C -1.118 -1.626 20.527
H 0.567 -3.688 21.094
F 3.812 -4.603 20.123
H -2.988 -10.994 18.436
F -0.431 -9.574 25.728
H 2.911 -6.797 25.992
O -3.773 -4.944 21.123
O -1.125 -8.518 17.954
O 6.812 -6.136 21.858
O -1.974 -2.376 20.815
O 1.458 -6.138 22.798
H 4.558 -12.315 24.889
F 6.047 -6.985 19.949
O 0.456 -9.209 16.604
H 1.862 -0.399 20.692
C 5.061 -7.658 22.166
H 5.123 -10.495 28.788
C 3.618 -1.952 18.904
H 4.584 -11.043 23.810
C -2.430 -9.547 24.673
O 2.266 -4.412 25.585
H 4.339 -4.079 24.952
C -2.138 -9.113 18.726
F -5.072 -5.660 23.712
O 4.402 -8.644 24.750
C 4.808 -3.680 19.726
O 2.140 -8.503 19.989
O 3.727 -1.723 20.212
O 2.387 -8.784 26.372
C 3.531 -3.669 25.636
H -3.261 -5.041 18.786
H 1.256 -7.288 25.359
C 0.158 -0.288 19.227
O 3.502 -8.411 18.209
C 6.304 -7.311 21.284
O 0.613 -4.065 17.497
H -3.149 -5.980 24.219
C 3.129 -2.280 25.199
H 0.617 -0.895 18.448
H -2.586 -8.839 25.542
F 2.625 -4.161 22.474
O -1.160 -0.803 19.463
C -0.569 -9.469 17.117
O 1.952 -6.858 18.541
H 5.682 -4.288 19.600
F -3.139 -5.210 16.813
O -1.445 -10.516 17.050
H -2.917 -9.183 23.865
H -0.281 -9.456 23.810
O -1.234 -2.877 17.575
H 5.413 -8.452 22.837
C -3.837 -6.254 21.138
C 0.675 -4.807 21.069
H 0.655 -5.240 20.061
O -2.976 -10.794 25.016
H 3.177 -12.273 23.681
O -0.562 -6.784 23.559
C 4.240 -10.252 28.212
F 3.910 -1.899 24.146
H 3.851 -9.363 28.646
H -3.030 -2.800 16.820
C 1.972 -5.217 21.875

As for the net charge: 0. Its highest occupied orbital energy is -10.45 eV. As for the SMILES: O=C1OC[C@@H](F)O1.O=C1OC[C@@H](F)O1.O=C1OC[C@@H](F)O1.O=C1OC[C@@H](F)O1.O=C1OC[C@@H](F)O1.O=C1OC[C@@H](F)O1.O=C1OC[C@@H](F)O1.O=C1OC[C@@H](F)O1.O=C1OC[C@@H](F)O1.O=C1OC[C@@H](F)O1.COP(=O)(OC)OC.

No. 5
Density functional theory data (ωB97M-V/def2-TZVPD) for a molecular structure, C33H39FN4P2Zn at a distorted geometry.

Cartesian coordinates (Å):
C -1.432 -2.008 3.773
H 3.692 -3.959 -5.393
H -0.007 5.352 4.504
C -5.145 -2.696 -2.827
H 5.860 1.125 -1.193
C -0.005 4.364 4.008
C -0.758 -1.491 -2.906
H -0.676 -2.587 -2.931
Zn -0.152 -2.464 1.143
H 1.896 1.663 1.464
C -5.138 -1.592 -3.738
C 3.997 -0.041 -0.972
H -2.776 -2.084 5.509
H -3.117 2.766 3.502
C 4.407 1.087 -2.908
H 0.593 0.562 5.881
H 0.532 0.288 -2.754
C -1.541 2.598 -2.889
H 3.341 -5.788 -3.390
F -1.681 -0.188 6.973
H -1.841 4.113 5.152
H -1.597 3.336 -3.672
H 0.742 3.784 4.580
H -0.398 4.830 1.949
H 2.224 4.120 1.284
H -0.172 0.785 1.739
C -1.250 2.824 -1.512
C -4.034 -2.562 -2.000
C -1.172 -0.668 5.780
N -3.364 -1.370 -2.307
H -1.887 0.683 -3.950
H -5.840 -1.378 -4.527
H -3.650 -3.196 -1.214
P 1.623 -1.448 -1.502
H 1.177 -4.508 1.652
H 2.539 0.384 -3.891
H -1.271 -1.176 -3.818
H 2.825 -1.599 -4.437
C 2.550 -4.053 -2.267
C 3.195 0.413 -3.034
C 2.860 -2.557 -3.915
H -1.981 -2.782 3.216
H 1.412 -0.167 3.607
C 0.492 4.664 2.552
C 0.603 -0.802 -2.870
H -1.372 3.210 1.307
H 4.861 1.694 -3.680
H 1.029 5.612 2.617
H 1.164 -3.635 3.186
C 4.917 0.790 -1.608
C 3.094 -4.732 -3.351
C 1.380 3.720 1.853
C -0.292 -1.456 3.202
H 1.060 -0.991 -3.847
H 2.262 -3.070 1.916
C -1.480 2.456 2.095
H -0.977 3.756 -1.040
C -4.015 -0.811 -3.416
H -2.213 1.701 1.738
H 2.229 -4.391 -1.283
H -5.877 -3.494 -2.780
H -0.010 1.478 3.307
C -0.109 1.750 2.261
C -1.889 -1.625 5.076
N 2.926 -0.274 -1.843
N -1.756 0.618 -1.791
C -1.778 1.240 -3.035
C 1.260 -3.498 2.095
H -3.697 0.080 -3.920
C 0.026 -0.159 5.290
C 0.466 -0.582 3.992
C -1.364 1.592 -0.877
C -2.057 3.024 3.353
H -1.169 1.289 0.129
C -1.387 3.819 4.189
C 1.142 2.402 1.812
N 2.413 -2.707 -2.601
P -1.730 -1.115 -1.415
H 3.984 -0.486 0.013
C 3.282 -3.781 -4.398

As for the net charge: 0. The value obtained for the relative energy (zero: lowest compared OMol25 entry of this formula, charge and spin) is 0.0 kcal per mole. Its highest occupied orbital energy (alpha / beta) is -7.44 / -7.44 eV.